*w*
17
Properties=species:S:1:pos:R:3 method="wB97M-V/def2-TZVPD" spin_multiplicity=1 smiles="CNC(N)(N)C(=O)O" lumo_ev=0.8 homo_energy_ev=-9.87 orbital_gap_ha=0.3932
C 1.483 0.313 0.094
C 0.150 -0.438 -0.016
C -1.349 1.386 -0.445
H -1.643 0.950 -1.405
H -0.525 2.079 -0.631
N -0.913 0.374 0.517
H 0.563 1.335 1.385
H 0.503 -1.295 1.925
H -0.691 -1.743 -1.305
H 1.246 -2.116 0.716
N -0.072 -0.941 -1.328
O 2.459 -0.002 -0.529
H 0.810 -1.202 -1.755
N 0.383 -1.665 0.989
H -1.696 -0.223 0.768
O 1.478 1.254 1.037
H -2.186 1.934 -0.020



*x*
17
Properties=species:S:1:pos:R:3 method="wB97M-V/def2-TZVPD" spin_multiplicity=1 smiles="CN(O)C/C(N)=N/O" lumo_ev=0.8 homo_energy_ev=-8.57 orbital_gap_ha=0.3442
H 2.649 -0.463 0.836
C -0.404 -0.476 -0.548
H 3.458 0.015 -2.253
H -0.388 1.517 1.901
H -0.677 -0.433 -1.606
H -2.847 -0.545 0.184
N 1.724 -0.234 -1.558
H -2.504 0.843 1.278
O 3.137 -0.208 -1.372
N 1.657 -0.622 0.764
C 1.097 -0.414 -0.457
N -1.072 0.660 0.063
O -0.695 0.625 1.685
C -2.473 0.484 0.175
H -2.985 1.121 -0.542
H -0.751 -1.428 -0.121
H 1.075 -0.440 1.570



Name the most stable of them. *w*.



*w*
15
Properties=species:S:1:pos:R:3 method="wB97M-V/def2-TZVPD" spin_multiplicity=1 lumo_ev=0.6 homo_energy_ev=-9.07 orbital_gap_ha=0.3541
C 1.967 0.002 0.640
H -1.197 -0.863 1.434
H -1.802 -1.417 -1.081
C -0.541 -1.184 0.722
C -0.969 1.817 -0.214
C -0.580 1.115 -1.236
O -0.109 -2.452 -1.182
C -0.884 -1.753 -0.612
H 2.135 1.011 0.161
H -2.041 1.926 -0.099
H 2.838 -0.652 0.746
C 0.625 -0.497 0.670
O 1.071 0.313 1.672
H -0.334 2.123 0.542
O -0.179 0.513 -2.162



*x*
15
Properties=species:S:1:pos:R:3 method="wB97M-V/def2-TZVPD" spin_multiplicity=1 lumo_ev="-1.2 / -1.3" homo_energy_ev="-9.16 / -9.18" orbital_gap_ha="0.2927 / 0.2907"
H -0.108 -0.718 1.872
H -0.770 -1.982 0.810
C -0.501 0.878 -0.943
O 1.206 -1.678 -0.981
C -1.227 0.051 0.147
C -0.305 -0.995 0.838
O 1.028 2.304 0.324
H -0.316 0.258 -1.820
O 2.247 -0.581 0.724
C 0.790 1.285 -0.297
H -1.091 1.749 -1.215
C 0.994 -1.093 0.103
H -2.080 -0.448 -0.312
C 1.741 0.235 -0.157
H -1.609 0.735 0.908



Name the most stable of them. *w*.



*w*
27
Properties=species:S:1:pos:R:3 method="wB97M-V/def2-TZVPD" spin_multiplicity=1 smiles=Cc1c[nH]cn1.Cc1ccccc1 lumo_ev=0.9 homo_energy_ev=-8.41 orbital_gap_ha=0.3407
H 1.688 -2.606 -0.907
C -2.111 -0.374 1.086
H 0.650 -3.987 -0.692
C 2.387 1.136 -0.920
C -1.490 -1.670 -0.852
H 2.174 0.128 -1.280
H -1.658 3.164 -0.625
C 0.976 2.177 0.944
H 1.675 1.980 1.740
H -3.155 -0.331 -0.783
C 1.176 1.764 -0.336
C -2.345 -0.785 -0.234
H -1.724 -2.104 -1.819
H -0.570 -0.234 2.564
C -0.891 -0.710 1.638
N 0.066 2.077 -1.090
C -0.731 2.726 -0.295
C -0.012 -1.599 1.035
N -0.250 2.777 0.975
C -0.290 -2.066 -0.238
H -2.867 0.181 1.620
C 0.657 -2.944 -1.003
H 0.361 -2.973 -2.047
H 3.139 0.902 -0.159
H -0.576 3.387 1.705
H 2.852 1.795 -1.647
H 0.872 -1.810 1.621



*x*
27
Properties=species:S:1:pos:R:3 method="wB97M-V/def2-TZVPD" spin_multiplicity=1 smiles=c1cc2c(cn1)[C@H]1NCC[C@H]1CC2 lumo_ev=0.9 homo_energy_ev=-9.08 orbital_gap_ha=0.3671
C 1.541 -1.165 0.728
H -0.068 2.970 -0.856
C 0.572 0.985 -0.228
C 1.682 0.203 0.090
H 3.800 0.094 0.070
H -3.494 -0.862 -1.328
H -3.493 0.419 -0.103
N 2.001 2.784 -1.014
C 3.038 1.996 -0.741
C -2.859 -0.355 -0.554
H -0.010 -2.695 1.043
H -0.827 -0.582 1.938
C -2.308 -1.279 0.505
C -0.908 -0.738 0.901
C -0.847 0.519 0.089
N -1.648 0.179 -1.118
H 1.780 -1.087 1.779
H -1.287 1.382 0.595
H 0.080 -1.992 -0.572
H -3.002 -1.357 1.368
H 3.990 2.424 -1.005
H 2.355 -1.811 0.356
C 0.801 2.275 -0.697
H -2.146 -2.317 0.175
C 2.913 0.734 -0.202
H -1.814 1.021 -1.692
C 0.158 -1.745 0.471



Name the most stable of them. *x*.



*w*
18
Properties=species:S:1:pos:R:3 method="wB97M-V/def2-TZVPD" spin_multiplicity=2 charge=+1 lumo_ev="-3.6 / -9.7" homo_energy_ev="-15.14 / -15.09" orbital_gap_ha="0.4238 / 0.1990"
O -1.123 -2.218 1.861
H 1.547 -0.641 -0.623
H -1.521 -3.051 1.580
H -1.103 -0.606 -1.573
H 0.049 -0.071 0.967
C -0.674 0.104 0.176
H -0.088 3.070 0.950
H -1.653 -0.155 0.633
C 0.479 2.316 0.391
H -1.581 2.069 -0.370
H -0.327 1.617 -1.475
H 1.993 -0.449 -2.116
H 1.191 1.662 0.896
H -0.764 -2.386 2.727
C -0.622 1.577 -0.420
H 1.146 2.798 -0.332
O -0.417 -0.739 -0.891
O 2.282 -0.549 -1.216



*x*
18
Properties=species:S:1:pos:R:3 method="wB97M-V/def2-TZVPD" spin_multiplicity=2 charge=+1 lumo_ev="-3.1 / -10.7" homo_energy_ev="-13.76 / -13.62" orbital_gap_ha="0.3912 / 0.1084"
H -1.080 -3.437 1.052
C -0.534 -3.546 0.115
H -1.923 0.974 1.233
O -0.067 0.144 0.425
H -0.640 0.615 2.390
H 1.313 1.961 -1.775
C 1.296 3.795 -0.993
H 1.767 4.539 -1.636
C -1.097 0.298 1.453
O 0.702 2.700 -1.733
H 2.010 3.466 -0.238
H -0.985 -2.872 -0.613
H 0.293 -5.007 -0.841
H -1.560 -0.670 1.647
H 0.610 4.284 -0.301
O -0.437 -4.901 -0.226
H 0.477 -3.174 0.283
H -0.144 0.830 -0.242



Name the most stable of them. *w*.



*w*
19
Properties=species:S:1:pos:R:3 method="wB97M-V/def2-TZVPD" spin_multiplicity=1 lumo_ev=0.1 homo_energy_ev=-8.87 orbital_gap_ha=0.3297
H 0.892 2.900 -1.022
H 2.228 -1.118 1.915
H 0.459 -2.273 -0.188
C 0.511 2.210 -1.742
H 1.261 0.128 2.778
H -0.459 2.551 -2.151
H -1.043 -0.564 -1.420
C 1.890 -0.100 1.877
C -0.077 -1.399 0.175
O -3.423 -1.003 0.464
H 1.203 2.247 -2.624
H -1.702 -2.110 -1.017
C -2.337 -0.523 0.273
C -1.358 -1.129 -0.626
H -1.757 0.364 0.853
H 2.773 0.482 1.963
Si 0.864 0.230 0.317
N 0.400 0.987 -1.029
H -0.327 -1.881 1.204



*x*
19
Properties=species:S:1:pos:R:3 method="wB97M-V/def2-TZVPD" spin_multiplicity=1 lumo_ev="0.9 / 0.9" homo_energy_ev="-8.23 / -8.23" orbital_gap_ha="0.3346 / 0.3346"
Si -0.296 1.084 0.327
H 1.660 -0.129 -0.782
H -1.729 2.359 -1.125
H -0.433 2.154 -2.031
H -1.093 -3.198 0.157
C -0.665 2.294 -1.039
H 1.715 0.096 2.153
H -0.993 -2.488 -1.225
C -0.855 -2.212 -0.177
H 0.171 -1.807 0.012
H -0.097 3.161 -0.668
N -1.643 -0.014 0.448
H -0.242 1.619 1.647
H -2.931 -1.609 0.132
C 2.192 0.043 1.247
O -2.592 0.723 0.830
C -1.893 -1.246 0.194
C 1.331 0.169 0.215
H 3.227 -0.302 1.237



Name the most stable of them. *w*.



*w*
21
Properties=species:S:1:pos:R:3 method="wB97M-V/def2-TZVPD" spin_multiplicity=1 charge=+1 lumo_ev=-3.4 homo_energy_ev=-12.86 orbital_gap_ha=0.3462
H -4.043 -1.580 -1.569
H -0.054 0.168 1.203
C 1.672 -0.185 -1.040
C -3.141 -0.952 -1.762
H 2.607 1.609 2.905
H -3.335 0.161 -1.687
O 2.586 0.342 0.007
C 2.085 0.856 1.092
H 2.006 0.122 -1.983
H 0.067 1.853 0.647
H -1.096 -0.600 -1.185
H 0.700 0.230 -0.779
C 0.449 1.070 1.389
H 3.972 1.043 1.914
H -2.749 -1.136 -2.685
H 1.644 -1.224 -1.191
C -1.970 -1.106 -0.877
H 0.176 1.448 2.303
N 2.935 1.136 2.055
H -2.648 -1.852 0.870
N -1.864 -1.401 0.372



*x*
21
Properties=species:S:1:pos:R:3 method="wB97M-V/def2-TZVPD" spin_multiplicity=1 charge=+1 lumo_ev=-8.8 homo_energy_ev=-14.93 orbital_gap_ha=0.2256
H 1.168 -0.390 0.831
C 1.947 1.344 1.817
C 1.770 0.482 0.548
H 2.124 -0.574 -1.850
H 2.477 2.258 1.579
H 2.598 0.779 2.480
H 2.820 -1.687 -0.739
H -3.302 0.468 -1.257
H -0.406 -0.637 -0.375
H 3.890 -0.640 -1.685
H 1.087 1.056 -0.144
C -4.354 0.250 -1.168
C 2.965 -0.675 -1.132
N 2.924 0.312 -0.160
H -4.862 0.254 -2.124
H -4.434 -0.745 -0.729
H 1.029 1.481 2.350
N -1.149 0.018 -0.877
C -1.685 -0.581 0.080
O -2.022 -1.248 0.962
H -4.853 1.017 -0.577



Name the most stable of them. *w*.